1.
Density functional theory data (ωB97M-V/def2-TZVPD) for a cluster of 14 separate species, C91H210N14O14 in total at a distorted geometry.

Atoms and positions in Å:
C1 -10.61959 2.86504 34.76006
C2 -9.36651 2.92728 33.83756
C3 -8.16501 3.28069 34.65682
O1 -7.93695 2.15382 35.52667
C4 -6.73725 2.25369 36.24512
N1 -9.32285 1.76373 33.05557
H1 -10.55973 2.08303 35.53365
H2 -11.49574 2.77211 34.11610
H3 -10.69499 3.82524 35.31236
H4 -9.48008 3.79850 33.22364
H5 -8.33028 4.21916 35.16462
H6 -7.22490 3.39691 34.11887
H7 -5.94225 2.33803 35.53803
H8 -6.52476 1.38627 36.83868
H9 -6.75017 3.13554 36.88353
H10 -8.63622 1.77707 32.35502
H11 -9.34287 0.91861 33.63359
C5 -3.22069 8.15569 32.91199
C6 -4.19415 7.36739 31.97763
C7 -3.55982 7.09992 30.60984
O2 -2.94268 8.18909 29.98734
C8 -3.85980 9.26846 29.77289
N2 -4.68675 6.13585 32.48121
H12 -3.52593 8.34161 33.93216
H13 -3.07861 9.11645 32.41875
H14 -2.20426 7.65348 33.00165
H15 -5.12833 7.91579 31.76316
H16 -4.31937 6.73978 29.99350
H17 -2.82018 6.31405 30.85361
H18 -4.27476 9.63718 30.69573
H19 -4.68514 8.90501 29.11141
H20 -3.26716 10.06801 29.30777
H21 -5.08093 6.21508 33.40916
H22 -3.93002 5.43622 32.53106
C9 -3.17826 1.35347 32.31220
C10 -4.60680 1.82987 32.13572
C11 -5.00005 1.78653 30.66175
O3 -6.40127 2.06590 30.45141
C12 -6.68558 3.47082 30.63585
N3 -5.40606 0.93817 32.96892
H23 -3.05773 0.46465 31.77462
H24 -2.94161 1.18069 33.35372
H25 -2.43348 2.02258 31.92807
H26 -4.69142 2.84022 32.56864
H27 -4.85313 0.76960 30.25982
H28 -4.37309 2.53862 30.18044
H29 -6.23622 3.87728 31.54632
H30 -7.78563 3.56955 30.79816
H31 -6.46990 3.99174 29.71721
H32 -5.28876 -0.01744 32.66432
H33 -6.36948 1.17504 32.87779
C13 -10.77640 12.88062 22.10599
C14 -11.90577 11.85400 22.54923
C15 -11.41954 10.51913 22.83808
O4 -12.45369 9.61553 23.24185
C16 -13.31206 9.33173 22.11764
N4 -12.56476 12.47074 23.69608
H34 -11.27792 13.79823 21.74907
H35 -10.23666 12.48892 21.23500
H36 -10.05081 13.04816 22.89958
H37 -12.70165 11.90503 21.79393
H38 -10.71488 10.56841 23.66837
H39 -10.90827 10.21715 21.94123
H40 -14.03625 10.17996 21.93327
H41 -13.85418 8.38734 22.36280
H42 -12.66509 9.24105 21.23376
H43 -13.17845 11.82547 24.18689
H44 -11.84780 12.70213 24.34620
C17 -7.07259 8.27646 21.97476
C18 -6.69462 9.32883 23.02618
C19 -7.26986 10.63737 22.64506
O5 -6.67652 11.16056 21.44447
C20 -6.94675 12.52308 21.35795
N5 -7.25323 8.84138 24.28673
H45 -6.56476 8.56171 21.04874
H46 -8.12558 8.29518 21.77973
H47 -6.74606 7.23644 22.27466
H48 -5.62178 9.39566 23.04647
H49 -7.30141 11.32601 23.50783
H50 -8.30371 10.44293 22.40876
H51 -6.41710 12.99635 20.55544
H52 -6.58928 13.01352 22.30755
H53 -8.01358 12.68913 21.24739
H54 -6.78646 9.34614 25.03366
H55 -6.98894 7.87053 24.41265
C21 -7.91478 10.79464 29.55676
C22 -7.81571 9.66109 28.57402
C23 -8.10911 8.22432 29.06651
O6 -7.12220 7.88039 30.04755
C24 -7.39224 6.53058 30.51202
N6 -8.64188 9.93616 27.36945
H56 -7.91300 11.67651 28.91888
H57 -6.99753 10.78389 30.12280
H58 -8.75258 10.68509 30.22798
H59 -6.77743 9.63599 28.28509
H60 -8.18171 7.46043 28.29054
H61 -9.14573 8.24865 29.50675
H62 -8.39732 6.42779 30.94407
H63 -6.64219 6.16696 31.19521
H64 -7.28435 5.89419 29.62783
H65 -9.57478 10.17201 27.72566
H66 -8.86023 9.04617 26.89111
C25 -11.93424 6.12309 25.49502
C26 -10.45926 6.47015 25.35166
C27 -9.83978 5.74731 24.24171
O7 -10.15031 4.37403 24.35297
C28 -9.78911 3.56182 23.21403
N7 -10.31610 7.97763 25.28272
H67 -12.40413 6.44343 24.54326
H68 -12.43374 6.73203 26.28397
H69 -12.16405 5.06994 25.57363
H70 -9.99036 6.10158 26.26157
H71 -8.77457 5.91931 24.08348
H72 -10.37524 6.10572 23.32036
H73 -8.78404 3.11702 23.38695
H74 -9.77284 4.18443 22.33045
H75 -10.42220 2.71644 23.12937
H76 -11.21739 8.31246 24.92363
H77 -9.43972 8.25737 24.78984
C29 -9.32437 13.60479 26.93354
C30 -8.02576 14.06538 26.36988
C31 -7.67210 15.28802 27.22858
C32 -6.14829 15.70469 27.04613
C33 -5.32628 14.46894 27.43277
C34 -5.57079 13.21456 26.54489
N8 -7.05024 12.96641 26.65858
O8 -7.34742 11.91959 25.75739
C35 -5.09516 13.39963 25.09166
C36 -4.83330 12.07478 27.18808
C37 -8.14985 14.39789 24.90084
H78 -9.23405 13.48103 27.99950
H79 -9.90894 12.84344 26.35964
H80 -10.00917 14.45320 26.83855
H81 -8.40201 16.08419 27.02673
H82 -7.85049 15.01030 28.27978
H83 -5.77868 16.51210 27.72533
H84 -5.98528 15.89124 25.99521
H85 -5.55054 14.22315 28.51889
H86 -4.25206 14.67568 27.27645
H87 -4.02363 13.50951 25.03154
H88 -5.37397 12.57240 24.45342
H89 -5.52746 14.22208 24.52698
H90 -5.26720 11.87771 28.15632
H91 -4.74957 11.19144 26.49018
H92 -3.82120 12.37473 27.57515
H93 -9.04615 14.94769 24.71347
H94 -8.22308 13.44656 24.39871
H95 -7.27050 14.90394 24.49694
H96 -7.82855 11.19545 26.28828
C38 -12.03855 5.16786 32.78652
C39 -12.10872 4.97956 31.25119
C40 -11.51747 6.16013 30.48204
C41 -11.42099 5.89686 29.00406
C42 -10.56144 4.56941 28.78970
C43 -11.22807 3.31768 29.49502
N9 -11.28814 3.70336 30.94082
O9 -11.89622 2.65892 31.70652
C44 -12.57226 2.89161 28.81969
C45 -10.31328 2.09902 29.42507
C46 -13.66762 4.78516 30.96014
H97 -12.61397 6.07901 32.94082
H98 -11.04332 5.36109 33.13450
H99 -12.52035 4.28033 33.24668
H100 -12.17197 6.99017 30.69947
H101 -10.50094 6.36787 30.88647
H102 -11.06533 6.75669 28.41331
H103 -12.34633 5.65230 28.45662
H104 -9.53731 4.78839 29.15976
H105 -10.49097 4.38914 27.71510
H106 -13.18970 3.70763 28.46092
H107 -12.42072 2.31628 27.95583
H108 -13.20059 2.29777 29.53959
H109 -9.92660 1.88552 28.39674
H110 -9.45439 2.20838 30.08656
H111 -10.86153 1.22773 29.77509
H112 -13.90732 4.74722 29.93228
H113 -14.19203 5.67105 31.37153
H114 -14.12160 3.89218 31.41052
H115 -11.12860 2.31355 32.15307
C47 -12.95056 11.44720 27.12547
C48 -13.58588 10.62699 28.19429
C49 -12.63583 9.74375 28.92592
C50 -11.77806 10.44103 29.99718
C51 -12.65565 11.26834 30.94933
C52 -13.57763 12.22396 30.21788
N10 -14.35536 11.44773 29.20191
O10 -15.24840 12.31992 28.54799
C53 -14.64375 12.84598 31.15843
C54 -12.75768 13.43391 29.68173
C55 -14.68557 9.69446 27.62737
H116 -12.61717 10.79419 26.31168
H117 -12.05894 11.84965 27.47928
H118 -13.56994 12.26337 26.74784
H119 -13.24933 8.99720 29.41189
H120 -11.94567 9.28192 28.20872
H121 -11.09069 11.13418 29.59813
H122 -11.18023 9.66551 30.44031
H123 -12.06453 11.87725 31.60637
H124 -13.24936 10.54210 31.55975
H125 -15.20261 13.62241 30.65688
H126 -15.31262 12.01383 31.42172
H127 -14.16576 13.21636 32.03588
H128 -12.29010 13.91192 30.56383
H129 -11.86414 13.13744 29.10325
H130 -13.32591 14.22153 29.13515
H131 -15.31554 9.42724 28.49784
H132 -14.27058 8.81882 27.19116
H133 -15.31346 10.25223 26.91043
H134 -14.73027 12.88319 27.97314
C56 -11.02720 16.40305 32.04203
C57 -9.97941 15.57554 32.87019
C58 -9.65876 14.20979 32.29481
C59 -8.66130 14.25406 31.16571
C60 -7.39622 15.01132 31.57027
C61 -7.70026 16.39964 32.06381
N11 -8.69783 16.25399 33.18406
O11 -9.04085 17.59199 33.63671
C62 -6.45166 17.01027 32.64553
C63 -8.08332 17.34712 30.89660
C64 -10.59186 15.31211 34.23720
H135 -10.92384 17.43873 32.26464
H136 -12.04060 16.06965 32.34424
H137 -10.88520 16.35977 30.95348
H138 -9.16494 13.63427 33.10205
H139 -10.60128 13.77418 32.00290
H140 -9.09872 14.69752 30.24071
H141 -8.38207 13.22885 30.97998
H142 -6.66792 14.98172 30.73506
H143 -6.92145 14.42078 32.37491
H144 -5.65408 17.02270 31.93927
H145 -6.57911 18.06561 32.91203
H146 -6.15771 16.46563 33.57586
H147 -8.94474 16.95804 30.32738
H148 -8.36369 18.30765 31.23430
H149 -7.18702 17.45967 30.27958
H150 -10.11315 14.45535 34.68657
H151 -11.64158 14.99709 34.10047
H152 -10.64617 16.15663 34.98360
H153 -8.74826 17.49992 34.59037
C65 -5.14625 7.32008 26.67401
C66 -4.19827 6.32964 26.03642
C67 -3.33203 5.61093 27.18957
C68 -4.14283 4.65138 28.02252
C69 -4.78429 3.65781 27.05790
C70 -5.69793 4.27919 25.97211
N12 -4.84274 5.21581 25.23914
O12 -5.71065 5.84781 24.32567
C71 -6.06651 3.20250 25.01020
C72 -7.04406 4.81826 26.51250
C73 -3.25556 7.11379 25.14774
H154 -5.76767 6.90473 27.46530
H155 -5.75956 7.85228 25.95227
H156 -4.58919 8.12152 27.18519
H157 -2.44654 5.12212 26.76927
H158 -2.93374 6.45003 27.72671
H159 -4.90587 5.25379 28.51906
H160 -3.51088 4.09302 28.78843
H161 -5.39490 2.92046 27.63824
H162 -4.06348 3.10125 26.46662
H163 -6.80712 3.48710 24.24143
H164 -5.11600 2.83473 24.52175
H165 -6.45645 2.39104 25.65161
H166 -7.23889 5.85539 26.21886
H167 -7.93473 4.23684 26.19800
H168 -6.93429 4.83255 27.57712
H169 -2.59338 6.53557 24.51545
H170 -2.67959 7.79208 25.79332
H171 -3.89601 7.81928 24.62115
H172 -5.30379 5.65699 23.46983
C74 -10.59946 6.98839 35.37556
C75 -9.54492 7.99858 35.91938
C76 -8.15884 7.33422 35.99735
C77 -7.28037 7.42977 34.78313
C78 -7.33211 8.84339 34.15889
C79 -8.76354 9.34043 33.94103
N13 -9.41378 9.26957 35.29129
O13 -10.74642 9.76571 35.05900
C80 -8.70006 10.85260 33.56676
C81 -9.47873 8.63511 32.74063
C82 -10.00176 8.42976 37.38130
H173 -10.77047 6.23322 36.14871
H174 -10.28647 6.51763 34.46083
H175 -11.60422 7.42101 35.13112
H176 -7.56767 7.87128 36.77517
H177 -8.26019 6.28311 36.20107
H178 -7.62389 6.69473 34.02564
H179 -6.25116 7.10197 35.01443
H180 -6.84370 8.87301 33.17623
H181 -6.86351 9.52297 34.84082
H182 -8.24208 10.98199 32.59406
H183 -9.70451 11.28887 33.51794
H184 -8.04900 11.42275 34.26749
H185 -9.45894 7.51821 32.76347
H186 -10.57203 8.83474 32.70687
H187 -8.96137 8.96038 31.85246
H188 -9.33667 9.13835 37.87268
H189 -9.97554 7.48683 37.89909
H190 -10.96014 8.85545 37.48409
H191 -10.64010 10.62555 35.49306
C83 -2.25963 14.19585 30.40402
C84 -1.22462 13.58135 31.28114
C85 -0.54545 14.65797 32.18857
C86 -1.44365 15.19479 33.32876
C87 -1.79244 13.94869 34.11106
C88 -2.61164 12.94938 33.35118
N14 -1.73093 12.54076 32.18605
O14 -2.44976 11.54139 31.46251
C89 -2.77197 11.70018 34.18449
C90 -4.04638 13.46905 32.97415
C91 -0.17143 12.94236 30.34425
H192 -2.77980 15.05851 30.88461
H193 -3.09514 13.48956 30.25434
H194 -1.90305 14.60596 29.41657
H195 0.36103 14.16645 32.54566
H196 -0.33867 15.43293 31.46569
H197 -2.36359 15.72457 32.93537
H198 -0.94046 15.97298 33.95124
H199 -2.20857 14.09303 35.11738
H200 -0.81234 13.49742 34.30499
H201 -3.41333 10.98276 33.67594
H202 -1.85077 11.19688 34.52186
H203 -3.30066 11.94069 35.12225
H204 -3.89446 14.47526 32.64848
H205 -4.48777 12.85176 32.16661
H206 -4.65077 13.56369 33.89853
H207 -0.55986 12.47079 29.45735
H208 0.36509 12.19329 30.93070
H209 0.51623 13.76341 30.14233
H210 -1.83283 10.80022 31.48874

Properties
Electronic energy in eV: -147287.38951
Energy above the lowest of the compared OMol25 structures with the same formula, charge and spin in kJ/mol: 10.4
Total charge: 0
Frontier orbital gap in eV: 8.90
Highest occupied orbital energy in eV: -8.436


2.
Density functional theory data (ωB97M-V/def2-TZVPD) for a cluster of 2 separate species, CH6NOS in total at a distorted geometry.

Atoms and positions in Å:
S1 -1.22155 -1.63884 0.89762
H1 -2.20151 -0.78567 1.21494
N1 2.00827 0.70002 -0.56173
C1 0.83032 1.54559 -0.34499
O1 -0.34849 0.94757 -0.86596
H2 2.47256 1.00046 -1.41240
H3 1.67010 -0.24673 -0.82799
H4 0.78355 2.53693 -0.86744
H5 0.78369 1.75981 0.72813
H6 -0.44174 0.10692 -0.34469

Properties
Electronic energy in eV: -15508.03056
Energy above the lowest of the compared OMol25 structures with the same formula, charge and spin in kJ/mol: 44.9
Total charge: -1
Frontier orbital gap in eV: 7.03
Highest occupied orbital energy in eV: -2.894


3.
Density functional theory data (ωB97M-V/def2-TZVPD) for a structure of composition C39H53FN9OS2Y at a distorted geometry.

Atoms and positions in Å:
Y1 0.73962 -0.60343 -2.02352
C1 -0.93325 3.64678 -2.85980
C2 -0.16601 2.38558 -2.62399
N1 -0.70428 1.25186 -2.39569
C3 -2.14867 0.99689 -2.46419
C4 -2.46254 -0.51555 -2.37575
N2 -1.37918 -1.28779 -2.99788
C5 -1.60604 -2.72394 -3.26770
C6 -0.34393 -3.61500 -3.07543
N3 0.91065 -2.84192 -3.00738
C7 2.05836 -3.53106 -2.39720
C8 3.32476 -2.65326 -2.46877
N4 3.00862 -1.22485 -2.29703
C9 3.84174 -0.28868 -2.54846
C10 5.28973 -0.52039 -2.83689
C11 3.28859 1.11746 -2.72926
C12 4.02023 2.12566 -3.34121
C13 3.36692 3.30760 -3.66741
C14 2.01210 3.45668 -3.40905
C15 1.34499 2.40741 -2.78883
N5 2.00007 1.30145 -2.45498
H1 -1.87466 3.63250 -2.31405
H2 -1.16385 3.75421 -3.92358
H3 -0.36841 4.52321 -2.54997
H4 -2.51558 1.38985 -3.41638
H5 -2.67813 1.52746 -1.66846
H6 -3.42836 -0.68245 -2.86306
H7 -2.55076 -0.83624 -1.33453
H8 -1.11893 -0.83624 -3.87315
H9 -1.98803 -2.83955 -4.28325
H10 -2.38613 -3.08236 -2.59425
H11 -0.30176 -4.35694 -3.87712
H12 -0.42525 -4.16963 -2.14218
H13 1.16001 -2.50278 -3.93579
H14 2.29228 -4.48126 -2.88805
H15 1.80228 -3.75310 -1.35888
H16 3.79543 -2.77206 -3.44835
H17 4.04304 -2.99763 -1.72069
H18 5.64465 -1.42347 -2.34595
H19 5.89777 0.31745 -2.50253
H20 5.44351 -0.63541 -3.91379
H21 5.06306 1.99654 -3.58838
H22 3.91155 4.10284 -4.15831
H23 1.49430 4.35592 -3.70739
S1 0.00996 0.47445 0.76657
C16 -1.16844 -0.46316 1.47264
N6 -2.09233 0.04086 2.27651
C17 -3.10652 -0.82806 2.87595
C18 -2.44425 -2.09742 3.32503
N7 -1.75586 -2.71208 2.18762
C19 -1.77279 -4.19179 2.17446
C20 -3.11840 -4.71251 1.74075
C21 -4.01525 -5.20061 2.68406
C22 -5.27042 -5.65110 2.29638
C23 -5.63305 -5.61812 0.95950
C24 -4.73734 -5.14383 0.00932
C25 -3.48546 -4.69524 0.39602
C26 -1.17249 -1.98238 1.26225
S2 -0.41871 -2.64229 -0.08049
C27 -2.16105 1.51547 2.44876
C28 -3.27692 1.97342 3.33760
C29 -4.53195 2.24787 2.80472
C30 -5.57170 2.65079 3.62936
C31 -5.35950 2.78535 4.99419
C32 -4.10667 2.52464 5.53232
C33 -3.06864 2.12182 4.70548
H24 -3.89641 -1.04013 2.14917
H25 -3.55528 -0.31171 3.71901
H26 -3.19786 -2.80293 3.66962
H27 -1.72716 -1.92576 4.13212
H28 -1.55393 -4.50442 3.19663
H29 -0.96444 -4.52856 1.53224
H30 -3.72587 -5.25252 3.72801
H31 -5.95779 -6.03672 3.03692
H32 -6.60723 -5.97548 0.65445
H33 -5.01543 -5.14037 -1.03661
H34 -2.77596 -4.34226 -0.34253
H35 -2.25005 1.94367 1.44632
H36 -1.18969 1.83479 2.82983
H37 -4.69606 2.15248 1.73685
H38 -6.54397 2.86792 3.20813
H39 -6.16814 3.10471 5.63749
H40 -3.93718 2.64486 6.59369
H41 -2.08717 1.93073 5.12486
C34 4.90037 0.45497 1.06047
N8 4.66027 1.87360 1.20860
C35 5.69282 2.63678 1.90014
C36 5.09810 3.85249 2.57597
C37 4.28487 4.62133 1.55728
N9 3.29238 3.74746 0.95029
C38 2.08484 4.36710 0.45091
C39 3.48329 2.40635 0.76845
O1 2.62434 1.70689 0.21540
H42 4.14720 0.02742 0.40486
H43 4.85727 -0.05874 2.02496
H44 5.89402 0.28797 0.63601
H45 6.47368 2.93964 1.19284
H46 6.16295 1.97632 2.63047
H47 5.89107 4.48070 2.98013
H48 4.45637 3.54534 3.40415
H49 4.94134 5.05237 0.79128
H50 3.75503 5.45218 2.02512
H51 1.62149 4.96902 1.23546
H52 1.38965 3.59319 0.13906
H53 2.29829 5.02622 -0.39796
F1 0.88726 -0.39532 -4.13059

Properties
Electronic energy in eV: -82187.72680
Energy above the lowest of the compared OMol25 structures with the same formula, charge and spin in kJ/mol: 102.8
Total charge: +2
Frontier orbital gap in eV: 7.46
Highest occupied orbital energy in eV: -12.857


The lowest total charge belongs to which entry? CH6NOS


The lowest frontier orbital gap belongs to which entry? CH6NOS


The lowest frontier orbital gap belongs to which entry? CH6NOS